The following is a quantum chemistry calculation of a cluster of 2 separate species, C2H4N2O2 in total, from the Open Molecules 2025 dataset.

As for the net charge: 0. As for the energy relative to the best compared isomer or geometry (same formula, charge and spin): 198.2 kcal/mol. The HOMO-LUMO gap comes out at 9.10 eV.

Element x y z (Å)
C1 0.749 0.082 -0.379
C2 0.557 -1.295 0.188
H1 -0.092 2.951 0.633
H2 1.599 0.343 -1.151
H3 1.216 -2.092 -0.016
H4 -1.800 -0.191 0.497
N1 -0.054 1.029 0.197
N2 -0.690 -1.836 0.147
O1 0.404 2.313 -0.419
O2 -1.889 -1.305 0.305

=====

The following is a quantum chemistry calculation of the molecule C2H4N2O2, from the Open Molecules 2025 dataset.

As for the net charge: 0. As for the energy relative to the best compared isomer or geometry (same formula, charge and spin): 105.6 kcal/mol. The SMILES is N/N=C\C(=O)O. The HOMO-LUMO gap comes out at 9.18 eV.

Element x y z (Å)
C1 0.146 1.104 0.091
C2 0.314 -0.014 0.945
H1 -0.174 -1.144 -1.643
H2 -1.011 0.163 -2.841
H3 0.271 2.071 0.444
H4 -0.255 -2.126 0.868
N1 -0.388 -0.160 -2.063
N2 -0.248 0.876 -1.203
O1 0.298 -1.242 0.264
O2 0.059 -0.072 2.213

=====

The following is a quantum chemistry calculation of a structure of composition C2H4N2O2, from the Open Molecules 2025 dataset.

As for the net charge: 0. As for the energy relative to the best compared isomer or geometry (same formula, charge and spin): 121.5 kcal/mol. The HOMO-LUMO gap comes out at 10.59 eV.

Element x y z (Å)
C1 -0.050 -1.067 0.012
C2 -0.331 0.802 -0.253
N1 1.113 0.663 -0.607
N2 -0.370 -0.065 0.978
O1 1.175 -0.811 -0.470
O2 -1.008 -0.074 -1.064
H1 1.685 1.001 0.171
H2 -1.329 -0.176 1.289
H3 -0.257 -2.124 0.142
H4 -0.627 1.851 -0.198

=====

The following is a quantum chemistry calculation of a cluster of 2 separate species, C2H4N2O2 in total, from the Open Molecules 2025 dataset.

As for the net charge: 0. As for the energy relative to the best compared isomer or geometry (same formula, charge and spin): 166.4 kcal/mol. The HOMO-LUMO gap (spin up / spin down) comes out at 8.61 / 8.61 eV.

Element x y z (Å)
C1 1.565 0.057 -1.168
C2 -0.465 -0.678 0.112
N1 -2.062 0.086 -1.026
N2 0.695 0.028 -0.178
O1 -0.830 -1.618 0.697
O2 0.684 0.931 0.799
H1 2.392 0.842 -1.051
H2 1.586 -0.681 -1.896
H3 -1.718 0.979 -1.162
H4 -2.877 0.172 -0.402

=====

The following is a quantum chemistry calculation of the molecule C2H4N2O2S, from the Open Molecules 2025 dataset.

As for the net charge: 0. As for the energy relative to the best compared isomer or geometry (same formula, charge and spin): 59.2 kcal/mol. The SMILES is CNS(=O)(=O)C#N. The HOMO-LUMO gap comes out at 12.16 eV.

Element x y z (Å)
C1 1.505 0.787 -1.124
C2 -1.346 -0.738 0.018
N1 1.915 0.929 -2.161
N2 -0.009 -0.634 0.671
O1 1.794 0.746 1.354
O2 -0.183 1.820 0.396
S1 0.746 0.783 0.465
H1 -1.822 0.149 0.278
H2 -1.376 -0.990 -1.094
H3 -1.945 -1.587 0.553
H4 0.721 -1.265 0.642

=====

The following is a quantum chemistry calculation of the molecule C2H4N2O2S, from the Open Molecules 2025 dataset.

As for the net charge: 0. As for the energy relative to the best compared isomer or geometry (same formula, charge and spin): 0.2 kcal/mol. The SMILES is NC(=O)NSC=O. The HOMO-LUMO gap comes out at 10.48 eV.

Element x y z (Å)
C1 -1.307 -0.134 -0.265
C2 2.002 0.479 -0.045
H1 -2.034 0.290 1.557
H2 -0.417 -0.187 1.620
H3 -0.263 -0.737 -1.938
H4 2.986 0.461 0.504
N1 -1.276 -0.143 1.069
N2 -0.181 -0.651 -0.929
O1 -2.273 0.290 -0.911
O2 1.489 1.477 -0.443
S1 1.275 -1.144 -0.218

=====

The following is a quantum chemistry calculation of the molecule C2H4N2O2S, from the Open Molecules 2025 dataset.

As for the net charge: 0. As for the energy relative to the best compared isomer or geometry (same formula, charge and spin): 103.8 kcal/mol. The SMILES is O=CSN/C=N\O. The HOMO-LUMO gap comes out at 9.86 eV.

Element x y z (Å)
C1 0.697 -0.965 -0.233
C2 0.101 2.174 0.142
H1 -1.191 -1.626 0.020
H2 1.688 -0.426 -0.546
H3 -0.169 -0.101 1.386
H4 -0.237 3.189 -0.296
N1 0.489 -2.119 -0.852
N2 -0.570 -0.333 0.415
O1 -0.783 -2.584 -0.370
O2 1.079 1.855 0.716
S1 -1.104 0.936 -0.383

=====

The following is a quantum chemistry calculation of a cluster of 2 separate species, C2H4N2O2S2 in total, from the Open Molecules 2025 dataset.

As for the net charge: -2. As for the energy relative to the best compared isomer or geometry (same formula, charge and spin): 71.8 kcal/mol. The HOMO-LUMO gap comes out at 4.83 eV.

Element x y z (Å)
C1 0.427 -2.098 0.409
C2 -0.113 0.196 -0.094
N1 2.886 -0.776 -0.158
N2 -0.399 -1.218 -0.174
O1 4.728 0.333 1.314
O2 4.946 0.335 -1.179
S1 -0.309 -3.616 0.396
S2 4.166 -0.090 0.013
H1 -0.168 0.623 -1.096
H2 -0.891 0.766 0.209
H3 0.884 0.449 0.418
H4 -1.212 -1.445 -0.767

=====

Largest force on an atom, record by record: 0.14655, 0.15400, 0.02871, 0.12314, 0.07912, 0.04692, 0.12839, 0.08028 Eh/bohr